# 1
19
Properties=species:S:1:pos:R:3:forces:R:3 method="wB97M-V/def2-TZVPD" fmax_ev_per_a=4.72 molar_mass_g_mol=105.2 total_charge=+1 orbital_gap_ev=10.137 de_lowest_kcal_mol=42.6 spin_multiplicity=1
C 2.454249 1.176407 0.492983 -2.14 -0.13 0.98
C 0.979491 -1.322763 -0.144390 -2.75 0.73 0.69
C -0.683550 0.933024 0.073008 0.70 0.44 -0.11
N -2.395902 -0.744502 -1.316010 3.53 -2.91 1.15
N -0.937147 1.181748 1.289487 -4.10 -0.51 -0.48
Si 1.013615 0.543984 -0.557582 2.42 -1.72 -0.08
H 2.058300 1.853419 1.275342 0.51 -0.13 -0.28
H 3.030080 0.397633 0.968136 -0.25 -0.53 0.26
H 3.154963 1.671300 -0.085320 1.21 1.47 -1.23
H 1.650059 -1.435245 0.693149 -0.40 -0.23 0.71
H -0.091561 -1.725714 -0.011636 1.44 0.78 0.92
H 1.245008 -2.069024 -0.807529 1.31 -0.94 -2.15
H -1.543359 0.660070 -0.526739 -0.32 0.18 -0.09
H -2.708532 -0.679077 -2.246995 -0.82 0.08 -1.46
H -2.729157 -1.668067 -0.951372 -0.28 1.13 -0.39
H -0.294696 1.407393 1.986878 1.34 0.36 1.35
H -1.965555 1.087164 1.541150 1.77 0.49 0.23
H -1.326608 -1.067706 -1.463829 -2.91 1.03 0.11
H 1.132987 0.739293 -2.001304 -0.26 0.41 -0.12


# 2
11
Properties=species:S:1:pos:R:3:forces:R:3 method="wB97M-V/def2-TZVPD" fmax_ev_per_a=4.73 molar_mass_g_mol=78.1 smiles=CNNOO total_charge=0 orbital_gap_ev=9.721 de_lowest_kcal_mol=171.4 spin_multiplicity=1
C 1.346915 0.261849 -0.071290 -4.53 1.00 0.96
N 0.607255 -0.993104 -0.082774 -0.79 -0.02 -1.23
N -0.650744 -1.009371 0.326349 -2.35 -1.00 0.42
O -2.063854 0.946786 0.239919 -0.20 0.47 -0.16
O -1.862091 -0.243080 -0.509726 2.24 0.05 0.86
H 2.303229 0.006268 -0.319782 2.65 0.15 -1.02
H 0.747736 1.082969 -0.710766 1.93 -1.57 1.34
H 1.278689 0.431355 1.032950 0.47 1.03 -0.96
H 0.700387 -1.638812 -0.868209 0.29 0.45 0.31
H -0.833894 -0.491396 1.197450 0.46 -0.08 -0.51
H -1.573626 1.646534 -0.234120 -0.18 -0.49 0.01


# 3
56
Properties=species:S:1:pos:R:3:forces:R:3 method="wB97M-V/def2-TZVPD" fmax_ev_per_a=0.73 molar_mass_g_mol=666.8 total_charge=+1 orbital_gap_ev="7.541 / 5.985" de_lowest_kcal_mol=0.0 spin_multiplicity=5 s2=6.030
Ru -1.075999 0.223533 -1.118069 -0.33 0.61 -0.23
F -5.105439 -1.577797 3.691601 -0.03 -0.02 0.01
C -4.154451 -0.952813 2.995293 0.00 0.01 0.01
F -2.981951 -1.180834 3.620055 0.02 -0.01 0.00
F -4.390349 0.365568 3.072684 0.00 0.01 0.00
C -4.109207 -1.424811 1.566688 0.00 -0.03 -0.04
C -5.025284 -2.343669 1.079668 0.01 -0.01 -0.02
C -4.952591 -2.745266 -0.246775 0.02 0.01 0.00
C -3.936926 -2.236037 -1.037639 0.08 -0.14 0.08
N -3.046734 -1.364081 -0.568649 0.06 -0.15 0.02
C -3.149470 -0.936679 0.684597 0.13 0.15 -0.03
S -2.009815 0.375302 1.029578 -0.29 0.03 0.08
H -5.792677 -2.735327 1.733167 0.00 0.01 0.00
H -5.663085 -3.447296 -0.657226 -0.01 0.00 0.01
H -3.815551 -2.532038 -2.072735 -0.01 -0.01 0.00
S -2.378879 0.113622 -3.145455 -0.06 0.04 -0.05
C -0.909566 0.820662 -3.728865 -0.26 -0.21 0.18
N -0.088934 1.193836 -2.776485 0.21 0.06 -0.22
C 1.116863 1.670637 -3.286869 0.00 -0.06 -0.10
C 2.207186 2.166813 -2.578443 0.05 0.03 0.02
C 3.315616 2.599570 -3.281532 -0.01 -0.01 -0.03
C 3.349257 2.554426 -4.676883 -0.01 0.00 0.01
C 2.269857 2.075157 -5.394141 0.05 0.02 -0.01
C 1.160648 1.629319 -4.687740 -0.01 -0.01 0.02
S -0.325359 0.974772 -5.330337 0.05 0.11 0.01
H 2.186294 2.234735 -1.498945 -0.04 -0.01 0.00
H 4.168654 2.989544 -2.743254 0.00 0.00 0.01
H 4.226220 2.904164 -5.203461 0.00 0.00 0.00
H 2.294680 2.048353 -6.474910 -0.03 -0.01 0.00
C 0.710553 -0.231958 3.762972 0.01 0.09 -0.02
Si 0.974076 1.351806 2.823677 -0.12 0.10 -0.14
C -0.242146 2.687312 3.266388 0.08 -0.03 0.05
C 2.750256 1.914365 2.845733 -0.06 0.03 0.05
As 0.620581 1.017464 0.415914 0.30 -0.47 0.35
Si 1.410062 -1.223573 -0.066637 0.23 -0.04 0.13
C 3.237846 -1.141429 0.319028 -0.02 -0.09 0.01
C 0.514695 -2.498427 0.962851 -0.05 0.04 -0.11
C 1.220035 -1.632851 -1.890270 0.08 -0.06 0.03
H 0.860200 -0.017521 4.825483 -0.01 0.03 0.00
H 1.425611 -1.006203 3.486800 0.01 0.00 -0.01
H -0.304834 -0.609475 3.639952 0.00 -0.01 -0.01
H -0.066070 2.998249 4.299998 0.00 0.00 0.01
H -1.270776 2.333992 3.194366 0.00 -0.02 0.00
H -0.133573 3.568335 2.632962 0.03 -0.01 -0.02
H 3.011588 2.182236 3.873549 0.01 -0.01 0.00
H 2.916074 2.798079 2.228495 -0.04 0.00 -0.02
H 3.439379 1.133855 2.522891 -0.01 -0.02 -0.01
H 3.415204 -1.026797 1.389585 -0.01 0.01 0.01
H 3.734294 -0.321321 -0.201568 -0.03 0.02 -0.01
H 3.718752 -2.071645 0.004970 0.00 -0.01 0.00
H 0.346232 -2.188737 1.990515 0.02 0.02 0.03
H 1.108635 -3.415851 0.977798 -0.01 -0.02 -0.01
H -0.458080 -2.732499 0.524130 0.01 0.01 -0.02
H 1.787825 -0.956854 -2.530424 0.01 0.00 0.01
H 0.212534 -1.746840 -2.302935 -0.04 0.04 0.09
H 1.678036 -2.627079 -1.961142 0.00 0.01 -0.10